Record 1
29
Properties=species:S:1:pos:R:3:forces:R:3:nbo_charge:R:1 method="wB97M-V/def2-TZVPD" gap_ev="4.847 / 5.402" total_charge=+3
I -4.413225 -3.812724 -1.460995 -0.5 1.0 -1.3 0.4638
I -4.863616 -1.963375 -3.374133 0.0 -1.4 1.0 0.5415
Sn 0.147335 -0.615673 1.017381 1.6 -0.2 0.1 0.8870
P 1.756233 -1.170765 -1.043310 1.0 -0.3 -0.8 0.9349
C 1.105476 -2.277682 -2.329995 -0.3 -0.1 0.2 -0.9513
C 2.486465 0.191098 -2.013322 -0.3 0.2 0.2 -0.9322
H 3.725696 -1.387113 0.334560 -0.1 -0.3 -0.3 0.2762
H 3.905753 -2.209765 -1.263494 -0.3 0.0 0.4 0.2820
H 2.941159 -2.980030 0.062198 0.2 0.3 -0.2 0.2681
C 3.224570 -2.025473 -0.414001 0.0 -0.2 0.6 -0.9543
H 2.810234 0.995878 -1.342818 0.0 -0.2 -0.3 0.2779
H 3.349448 -0.225429 -2.569232 -0.5 0.2 0.3 0.2824
H 1.955391 -2.653172 -2.922270 -0.4 0.1 0.2 0.2884
H 0.417370 -1.717483 -2.974717 0.2 -0.2 0.0 0.2490
H 1.733498 0.570642 -2.713880 0.3 0.0 0.1 0.2579
H 0.573363 -3.119253 -1.867328 0.2 0.1 -0.2 0.2514
C -1.569876 -0.562481 -0.761985 -2.5 -0.3 -1.5 0.5232
O -2.568591 -0.846077 -1.229420 2.3 0.6 1.0 -0.4121
Cl 1.414876 1.457579 1.168502 -0.7 -0.3 0.0 -0.4997
C -1.718569 3.704342 2.020940 0.6 0.4 -0.8 -0.7854
S -1.745028 1.929111 1.685625 -1.0 1.2 1.8 1.3870
C -1.604324 1.331440 3.387542 0.0 -0.6 0.4 -0.8024
O -3.121778 1.583494 1.229680 0.5 -0.3 -0.4 -0.5788
H -0.861080 3.927408 2.658482 0.0 -0.2 0.0 0.2907
H -2.662339 3.995634 2.478273 -0.1 -0.3 0.1 0.3015
H -1.580419 4.210816 1.069023 -0.1 0.1 -0.1 0.2897
H -2.619177 1.455751 3.781636 0.1 0.1 0.0 0.2975
H -1.329971 0.271284 3.437883 -0.1 0.3 -0.1 0.2686
H -0.888874 1.942019 3.949178 -0.1 -0.1 -0.3 0.2976


Record 2
62
Properties=species:S:1:pos:R:3:forces:R:3:nbo_charge:R:1 method="wB97M-V/def2-TZVPD" gap_ev=9.604 total_charge=+1
N -0.126342 0.539362 -1.235614 0.1 1.7 1.8 -0.7328
C -0.967377 0.282271 0.018530 -1.3 -1.9 -1.9 -0.0694
C -2.142545 -0.606064 -0.597505 1.5 0.3 -0.7 -0.0605
O -1.517211 -1.815644 -0.885026 2.5 0.1 -0.5 -0.7905
C -1.462262 1.459320 0.749213 -0.9 1.1 1.7 -0.2848
N -1.396733 1.055537 2.227721 -0.9 1.3 -0.8 -0.4542
C -0.927565 2.265331 2.944050 0.5 0.2 -1.7 -0.4157
C -2.795011 0.820549 2.760468 1.3 0.6 -0.6 -0.4358
H -0.572730 0.023909 -2.004545 0.7 0.6 -0.3 0.4660
H -0.080785 1.584861 -1.296833 -0.2 -0.9 -0.9 0.4621
H 0.835643 0.213500 -1.028776 -0.5 -0.5 -0.4 0.4667
H -0.356116 -0.297968 0.703904 0.1 -0.1 -0.2 0.2292
H -3.035260 -0.706645 -0.003378 -0.2 0.3 0.1 0.2071
H -2.312396 -0.128219 -1.603201 -0.9 -0.1 1.0 0.1733
H -1.876835 -2.696129 -0.866742 -1.5 0.5 0.4 0.5233
H -2.531372 1.685801 0.605944 0.3 -0.2 -0.7 0.2083
H -0.938460 2.410164 0.497017 0.0 -0.9 0.5 0.2431
H -1.456462 3.132285 2.464467 -0.2 -0.3 1.3 0.1757
H -1.029886 2.105128 4.015798 0.1 0.5 -0.1 0.2198
H 0.096406 2.495188 2.607949 0.0 -0.5 0.7 0.1969
H -3.358495 0.215781 2.037694 -0.1 0.2 0.4 0.1931
H -2.597973 0.244192 3.655205 -0.6 0.0 0.4 0.2137
H -3.268748 1.818139 2.970137 0.0 -1.1 -0.1 0.1988
H -1.029501 -3.650246 -4.076044 -0.1 -0.4 0.4 0.4845
H -1.519485 -4.042193 -2.632064 -0.2 -0.3 -0.5 0.4705
O -0.993081 -3.421763 -3.137658 0.4 0.5 -0.2 -0.9524
H -1.295654 0.482731 -5.243607 0.1 0.2 0.2 0.4852
H -1.433800 -0.851884 -4.568789 0.1 -0.1 0.2 0.4798
O -1.221926 0.068891 -4.375277 -0.1 -0.2 -0.1 -0.9603
H 3.115325 1.141750 -2.037829 -0.1 0.6 -1.0 0.4688
H 2.164738 1.278440 -3.231375 0.1 0.1 -0.3 0.4659
O 2.918987 1.714733 -2.817579 -0.5 -0.3 0.5 -0.9684
H 1.268068 -1.975220 0.019388 -0.1 0.1 -0.5 0.5067
H 2.252761 -0.882860 0.151307 -0.1 0.1 0.1 0.4530
O 1.746904 -1.306914 -0.550467 0.1 0.1 1.1 -0.9916
H 2.309129 -2.402256 -2.532319 -0.1 0.3 0.4 0.4791
H 2.891735 -0.950118 -2.356837 -0.3 -0.3 0.4 0.4646
O 2.878989 -1.729596 -2.903442 0.7 -0.2 -1.4 -0.9433
H 0.056424 4.332405 -2.649710 -0.2 -0.3 -0.4 0.4803
H -0.364466 4.529183 -1.256462 -0.4 -0.3 0.1 0.4746
O -0.574476 3.963905 -2.016511 0.6 0.4 0.3 -0.9477
H 2.240117 -1.073437 3.089797 -0.3 0.2 0.3 0.4692
H 1.170545 -1.903930 2.454501 0.1 0.2 0.3 0.4798
O 1.273524 -1.121478 3.021702 0.8 -0.3 -0.4 -0.9535
H 1.922385 2.678723 -0.345468 0.1 0.3 0.1 0.4914
H 1.668367 3.130232 1.127669 0.2 -0.2 -0.4 0.5043
O 1.296031 2.621347 0.388336 0.1 0.0 0.0 -0.9883
H -3.632518 -3.663752 0.894194 -0.4 -0.1 -0.5 0.4840
H -2.931050 -2.435790 1.268325 -0.1 -0.1 -0.8 0.4863
O -3.349254 -2.840179 0.469619 0.0 -0.6 1.9 -0.9637
H -0.948735 -2.486662 3.490390 0.4 1.2 0.4 0.5325
H -1.140278 -1.243971 2.309975 0.5 0.8 1.7 0.5291
O -1.234378 -2.144811 2.644189 -1.5 -1.3 -1.9 -1.0129
H -0.214474 -2.626448 1.434355 1.0 -0.8 -0.2 0.5090
H 0.319179 -3.602820 0.361716 0.3 -0.1 0.2 0.4998
O 0.650291 -3.002547 1.045939 -1.5 0.0 -0.1 -0.9906
H 4.025049 1.806490 2.599136 -0.4 -0.4 -0.7 0.4892
H 3.572329 1.799197 1.008740 -0.1 -0.6 0.9 0.4857
O 3.991257 2.259596 1.747888 0.4 1.0 -0.1 -0.9840
H 4.514388 1.079432 -0.639614 0.1 -0.2 0.0 0.5181
H 3.797003 -0.255464 -0.261193 0.5 0.1 -0.3 0.5004
O 3.658071 0.626620 -0.631374 0.4 -0.1 0.8 -0.9686


Record 3
22
Properties=species:S:1:pos:R:3:forces:R:3:nbo_charge:R:1 method="wB97M-V/def2-TZVPD" gap_ev=4.978 total_charge=+2
In -0.573283 0.226908 -0.557687 3.1 1.2 0.1 1.7601
F 1.573954 1.749418 -1.406186 -2.4 -1.5 0.8 -0.4017
C 1.935014 -2.292504 -1.568784 0.6 -1.5 -0.9 -0.1103
C 0.963835 -2.226199 -2.739282 0.9 0.3 1.2 -0.1040
O -0.284318 -2.169204 -2.065433 -1.9 1.4 -0.4 -0.7482
O 1.826688 -1.107541 -0.786564 -0.5 0.4 0.0 -0.6918
H 2.936275 -2.475924 -1.982431 0.2 0.7 0.3 0.2400
H 1.715558 -3.183337 -0.971463 -0.1 0.2 0.1 0.1949
H 1.030813 -3.079246 -3.412428 0.0 -0.2 0.2 0.2442
H 1.170128 -1.323887 -3.315548 -0.5 0.1 0.0 0.2172
H -0.717256 -3.029781 -2.007522 0.0 0.0 0.0 0.5289
H 2.398044 -1.203041 -0.010495 0.0 0.2 0.1 0.5256
C -0.585947 2.339123 2.268404 -0.7 0.7 1.7 -0.1235
C -1.972686 1.742458 2.448770 0.3 0.5 0.8 -0.1116
O -2.060593 0.550886 1.656806 0.2 -0.5 -1.0 -0.7178
O -0.435572 2.643249 0.923092 1.0 -0.7 -1.4 -0.6862
H 0.230444 1.753764 2.694899 0.0 -0.6 -0.7 0.2210
H -0.549747 3.218563 2.921209 -0.2 0.3 -0.4 0.2417
H -2.709832 2.511392 2.204566 -0.1 -0.4 -0.5 0.2124
H -2.153200 1.500775 3.502759 0.2 -0.4 -0.1 0.2480
H -2.990554 0.323726 1.510218 0.0 -0.1 0.0 0.5290
H -0.747763 3.530402 0.693100 0.0 0.0 0.0 0.5322


In kcal per mole, the energy above the lowest of the compared OMol25 structures with the same formula, charge and spin values for the records above are, in order, 0.0 132.9 22.8.
In eV Å⁻¹, the F_max values for the records above are, in order, 3.0 3.0 3.3.